# 1
52
Properties=species:S:1:pos:R:3:forces:R:3:lowdin_spin:R:1 method="wB97M-V/def2-TZVPD" relative_energy_ev=0.0000 multiplicity=4 homo_energy_ev="-0.92 / -3.68" total_charge=-1 total_energy_ha=-2038.21133
Pd 1.3207 -0.0460 -0.3243 0.7377 0.2461 0.0712 1.004
O 3.2383 -1.1368 -0.9272 -0.1780 0.1391 -0.1857 0.059
N 3.9710 -1.5975 0.0559 0.0186 0.0590 0.1265 0.007
C 4.9734 -2.4398 -0.2791 0.1353 -0.1662 0.0031 0.000
C 5.7899 -3.0138 0.6565 0.0412 -0.0132 -0.0895 0.001
C 5.5747 -2.7142 2.0031 0.0647 -0.0820 -0.0005 -0.001
C 4.5709 -1.8461 2.3315 -0.1342 0.1484 0.0006 0.009
C 3.7501 -1.2376 1.3565 -0.0044 0.0700 0.1411 0.022
S 2.5532 -0.0847 1.7726 0.0888 -0.2225 -0.1859 0.167
H 5.0513 -2.6130 -1.3415 -0.0345 0.0185 0.0047 0.000
H 6.5757 -3.6819 0.3342 -0.0189 0.0016 -0.0008 0.000
H 6.1880 -3.1614 2.7748 -0.0043 0.0124 -0.0068 0.000
H 4.3681 -1.5857 3.3609 0.0013 0.0202 -0.0120 0.003
C -5.5512 -1.3696 -1.9114 0.0211 -0.0158 0.0619 0.007
C -4.7968 -0.7542 -2.9012 0.0686 0.0287 -0.0129 0.000
C -3.4906 -0.3678 -2.6384 -0.0237 0.0565 -0.0554 0.011
C -2.9152 -0.5718 -1.3841 0.0676 -0.0623 -0.0810 0.038
C -3.6812 -1.1923 -0.4008 -0.0034 -0.0482 0.0260 0.011
C -4.9881 -1.5886 -0.6620 0.0053 0.0110 -0.0120 0.001
P -1.1768 0.0056 -1.1515 -0.0957 0.0394 0.2168 0.165
C -0.7321 -0.9194 0.4063 -0.3152 -0.1333 -0.0351 0.027
C -0.9799 -0.4261 1.6929 0.0167 0.0692 0.0200 0.028
C -0.6541 -1.1777 2.8082 0.0249 -0.0015 0.0212 0.000
C -0.0647 -2.4315 2.6637 -0.0060 0.0473 0.0257 0.021
C 0.2042 -2.9304 1.4002 -0.0080 0.0234 -0.0372 0.002
C -0.1172 -2.1758 0.2754 -0.3183 -0.1517 0.1642 0.025
C -1.3751 1.7025 -0.6816 -0.0436 -0.0514 -0.1573 0.163
C -2.6210 2.3275 -0.3912 0.1191 0.0016 0.0037 0.138
C -2.6902 3.6910 -0.2097 0.1571 0.0512 -0.0139 0.068
C -1.5456 4.4988 -0.3412 -0.0476 -0.0575 -0.0227 0.222
C -0.2769 3.9251 -0.6372 -0.0309 0.0280 0.0018 0.030
C 0.8872 4.6964 -0.8289 0.0301 -0.0646 -0.0001 0.092
C 2.1174 4.1080 -1.1088 -0.0809 0.0697 -0.0102 0.054
C 2.2365 2.7240 -1.1607 -0.0221 -0.0270 0.0238 0.130
C 1.1050 1.9424 -0.9437 -0.2434 -0.0958 0.1863 0.366
C -0.1709 2.4970 -0.7575 -0.0408 0.0770 -0.0877 0.079
H -6.5697 -1.6768 -2.1139 -0.0100 -0.0035 0.0068 0.001
H -5.2264 -0.5791 -3.8804 0.0157 0.0066 0.0035 0.000
H -2.9011 0.1131 -3.4122 -0.0234 -0.0097 0.0069 0.002
H -3.2576 -1.3658 0.5818 -0.0133 0.0037 -0.0267 0.001
H -5.5705 -2.0658 0.1176 0.0115 0.0034 0.0001 0.000
H -1.4171 0.5625 1.7919 -0.0014 -0.0088 -0.0246 0.001
H -0.8406 -0.7781 3.7983 0.0074 -0.0193 -0.0150 -0.001
H 0.2009 -3.0084 3.5418 -0.0056 0.0108 -0.0123 0.001
H 0.6753 -3.8995 1.2848 -0.0051 0.0094 -0.0017 0.000
H 0.0433 -2.5846 -0.7145 0.0829 0.0179 -0.0725 0.002
H -3.5262 1.7330 -0.3366 0.0286 -0.0003 0.0173 0.009
H -3.6481 4.1466 0.0181 0.0086 0.0227 -0.0045 0.000
H -1.6161 5.5758 -0.2313 -0.0064 -0.0183 -0.0072 0.015
H 0.8047 5.7769 -0.7651 0.0059 -0.0028 0.0012 0.004
H 2.9957 4.7270 -1.2638 -0.0368 0.0121 0.0098 0.003
H 3.2056 2.2684 -1.3273 -0.0027 -0.0492 0.0272 0.013

=====

# 2
55
Properties=species:S:1:pos:R:3:forces:R:3:nbo_charge:R:1 method="wB97M-V/def2-TZVPD" multiplicity=1 homo_energy_ev=0.15 total_charge=-2 total_energy_ha=-1591.69790
Au -0.3820 0.5244 0.4006 1.0621 0.1970 0.2177 1.239
O -2.4998 0.6264 0.9035 -0.5121 0.1448 0.1951 -0.784
C -2.9811 -0.4275 1.4773 0.1527 0.0311 -0.5695 0.496
C -3.5467 -0.3604 2.7666 -0.3372 0.0339 0.4881 -0.316
C -4.1363 -1.4508 3.3713 0.1109 0.1411 -0.0898 -0.199
C -4.2083 -2.6752 2.7105 -0.2049 -0.3633 0.1734 -0.318
C -3.6550 -2.7909 1.4562 0.2521 0.1618 -0.3119 -0.165
C -3.0142 -1.7143 0.8295 -0.2772 0.2868 1.1612 -0.236
C -2.3990 -1.8867 -0.4345 1.2653 0.4422 -2.1290 0.059
N -1.6212 -0.9832 -0.9529 -1.6906 0.0217 1.9187 -0.341
N -1.1713 -1.0179 -2.1831 1.0725 -1.2777 -2.4819 -0.467
C -0.3769 -0.0003 -2.5199 -1.7083 -0.0617 2.8817 0.523
O -0.1402 0.9995 -1.7445 0.2610 -0.2807 -1.4214 -0.772
C 0.1873 -0.1041 -3.8487 0.6572 0.0121 -1.9579 -0.007
C 1.3025 0.6496 -4.2652 -0.7232 -0.2731 0.8753 -0.207
C 1.7882 0.5390 -5.5472 0.1836 -0.2140 -0.8179 -0.236
C 1.1883 -0.3214 -6.4659 -0.0411 0.0857 0.2607 -0.239
C 0.0922 -1.0850 -6.0626 0.3929 0.0753 -0.6098 -0.242
C -0.3988 -0.9814 -4.7860 0.0150 0.3979 0.6708 -0.187
H -3.4920 0.5844 3.2913 0.0986 0.0687 -0.0676 0.209
H -4.5327 -1.3682 4.3786 0.0096 0.0747 -0.0117 0.185
H -4.6650 -3.5351 3.1881 -0.0177 0.0154 -0.0018 0.182
H -3.6873 -3.7416 0.9310 0.0240 -0.0325 0.0044 0.182
H -2.5913 -2.8114 -0.9919 -0.1102 -0.0538 -0.1534 0.133
H 1.7795 1.3066 -3.5507 -0.0824 0.0668 0.0704 0.227
H 2.6518 1.1226 -5.8542 -0.0647 -0.0128 0.0598 0.195
H 1.5609 -0.3886 -7.4816 0.0365 -0.0219 0.0242 0.190
H -0.3755 -1.7660 -6.7668 -0.0079 0.0405 0.0167 0.193
H -1.2562 -1.5565 -4.4693 0.0320 -0.0099 0.0744 0.242
F 3.9158 4.1437 3.8989 -0.2034 -0.1162 -0.1412 -0.366
C 3.3514 3.2370 3.0275 0.0109 -0.1797 -0.0385 0.344
C 2.6949 3.6953 1.8982 0.3075 0.2491 0.3950 -0.296
C 2.1809 2.7781 1.0069 0.0546 -0.4613 -0.0179 -0.190
C 2.3074 1.3971 1.2215 0.3282 0.5039 0.6176 -0.003
C 1.7208 0.4288 0.3003 -0.7806 -0.3536 -0.2307 -0.669
C 2.9478 0.9797 2.3942 -0.1455 0.0503 -0.4179 -0.180
C 3.4634 1.8871 3.2976 0.1783 0.4701 0.1893 -0.286
H 2.5840 4.7596 1.7447 0.0174 0.0807 -0.0427 0.204
H 1.6353 3.1224 0.1391 -0.0561 0.0044 -0.0888 0.212
H 2.0471 -0.5863 0.5320 -0.1240 -0.0173 0.0188 0.205
H 1.9403 0.6593 -0.7377 0.0069 0.0454 -0.1412 0.210
H 3.0250 -0.0780 2.6055 -0.0903 -0.0686 0.0276 0.222
H 3.9337 1.5558 4.2120 0.0724 -0.0044 0.0767 0.211
N -0.2149 0.5704 2.3169 0.3943 1.2139 1.0154 -0.733
C 0.1179 -0.4782 3.0102 -0.2656 -0.2272 -0.3585 0.118
C 0.1351 -1.8201 2.5224 0.0494 -0.3006 -0.2576 -0.360
C 0.4765 -2.8705 3.3301 0.2369 -0.0871 0.0448 -0.184
C 0.8420 -2.6720 4.6589 0.1610 -0.6429 0.3948 -0.406
C 0.8274 -1.3767 5.1684 -0.0530 0.0348 0.1061 -0.225
C 0.4717 -0.3111 4.3852 0.1006 0.1618 0.3065 -0.277
H -0.1643 -1.9842 1.4943 0.0296 -0.0673 -0.0265 0.202
H 0.4876 -3.8747 2.9203 -0.0668 -0.0942 -0.0406 0.178
H 1.1276 -3.5102 5.2837 -0.0035 -0.0359 0.0383 0.171
H 1.1030 -1.2100 6.2065 0.0272 0.0397 0.0230 0.174
H 0.4882 0.7005 4.7656 -0.0350 0.1062 0.0792 0.189

=====

# 3
86
Properties=species:S:1:pos:R:3:forces:R:3:lowdin_charge:R:1 method="wB97M-V/def2-TZVPD" relative_energy_ev=2.6523 multiplicity=1 homo_energy_ev=-10.14 total_charge=+2 total_energy_ha=-5696.87892
C -0.0024 -5.9473 3.0363 -0.6516 0.2761 0.0029 -0.060
C -1.3062 -6.6293 3.5457 1.2675 0.4217 1.3610 -0.228
N -2.3853 -5.6025 3.6621 0.7542 -0.0249 -0.0912 -0.078
C -3.3749 -5.5925 2.5755 -1.0840 1.4667 -0.3125 -0.410
C -2.7842 -5.8479 1.2315 0.2448 -0.4606 1.6510 -0.213
N -2.2426 -6.2284 0.2979 0.0072 0.1579 -0.4692 0.266
B -4.0002 -4.0659 2.5057 -0.6392 0.2413 -0.9714 -0.683
O -3.7634 -3.2968 1.3937 -0.9938 -0.2707 0.9974 0.152
O -4.7757 -3.5243 3.5316 1.7066 0.1554 -0.0575 0.169
C -4.5812 -6.5695 2.7646 -1.0826 -0.2031 -0.9390 -0.967
S -4.2615 -8.3258 2.3236 0.2156 -0.5680 0.5324 0.828
Cl -5.8685 -5.9786 1.6043 0.2943 0.1213 0.3210 0.777
C -5.1776 -6.4981 4.1228 0.7957 -0.5221 -0.9429 -0.296
N -5.5732 -6.6153 5.1918 0.0029 0.3215 0.3905 0.227
H 0.9015 -6.3018 3.5449 -0.2471 -0.2937 -0.4233 0.083
H 0.0556 -6.0080 1.9443 0.3139 -0.0106 0.2856 0.079
H -0.0736 -4.8658 3.2742 0.0563 -0.3218 -0.1621 0.062
H -1.5971 -7.5232 2.9859 -0.0965 0.3794 -0.0474 0.099
H -1.0923 -6.9712 4.5794 -0.2570 -0.0744 -0.3618 0.122
H -2.8258 -5.5912 4.5776 -1.0474 -1.2061 -0.4775 0.075
H -4.1952 -3.6461 0.6005 0.6933 0.1791 -0.4095 0.128
H -4.2839 -3.5629 4.3606 -0.8045 -0.3114 0.3674 0.089
H -4.8491 -8.4748 1.1062 0.1385 0.6784 0.4364 -0.085
O -1.1853 -2.8473 -0.0496 0.6239 0.7115 0.3946 -0.323
S -1.5761 -1.5540 -0.5594 -1.5725 -3.5968 -1.0052 0.265
O -1.7094 -0.5542 0.5856 -0.4692 2.0245 3.0523 -0.472
O -2.8259 -1.6237 -1.2885 0.2037 0.9682 0.1363 -0.327
O -0.4919 -1.0247 -1.4880 0.6088 1.9544 0.1860 -0.597
Be -2.5133 -0.2122 2.4672 0.3366 -0.6230 -1.3991 0.645
Ca 0.3106 0.9294 -2.0090 0.5263 -0.9267 -0.6323 1.683
B -5.9088 -0.2740 6.2467 -2.1341 -0.1534 2.1456 -0.848
O -5.4741 -0.0575 4.8027 1.1010 0.2267 -0.7488 0.334
C -4.2208 -0.1309 4.7682 -1.1693 -0.3130 0.1454 -0.293
O -3.5525 0.0068 3.7070 1.4083 -0.2266 -2.1305 -0.011
C -3.6489 -0.4002 6.1511 0.9240 -0.2470 1.8744 -0.396
O -2.4810 -0.5228 6.4138 -0.0841 -0.1427 -0.8947 0.168
O -4.6424 -0.4808 6.9961 0.2967 0.1981 -1.5041 0.290
O -6.6366 0.8786 6.7397 0.6029 -0.4646 -0.5880 0.237
C -7.8650 0.4623 7.1281 -0.2975 1.0621 0.3127 -0.360
O -8.7094 1.1598 7.5803 0.1097 -0.1112 -0.0774 0.220
C -7.9552 -1.0230 6.8781 -0.4533 -1.0437 -0.0473 -0.360
O -8.8839 -1.7262 7.0944 0.1321 0.0995 -0.0301 0.219
O -6.7765 -1.4309 6.3506 0.7103 0.5038 -0.4088 0.232
C 5.3897 4.1508 -0.8012 1.3554 -1.5813 0.0517 -0.600
F 6.5596 4.3587 -0.2364 -0.4502 0.4334 0.1211 0.154
F 4.9081 5.4480 -1.1914 -0.0452 -0.7583 -0.2919 -0.221
F 5.6218 3.4955 -1.9244 -0.5059 0.3732 -0.1861 0.163
S 4.1732 3.2928 0.2810 -0.8783 -0.5588 1.3687 0.408
O 4.0301 4.1737 1.4120 0.0816 0.4999 -0.5579 -0.303
O 4.7867 2.0313 0.5692 0.2860 0.0665 -0.5381 -0.269
O 3.0014 3.2138 -0.5850 -0.2857 0.0850 -0.5754 -0.379
O 8.8494 7.5657 2.5675 -0.4435 -1.0559 0.2383 0.046
C 8.6972 6.6089 1.8031 1.9136 4.2289 -3.5277 -0.284
C 8.1258 5.2208 2.8235 -1.9460 -4.5368 3.9669 -0.268
O 7.9893 4.2471 2.0713 0.4298 1.1695 -0.3816 0.031
H 9.5785 6.1905 1.2873 0.2328 -0.7447 0.9536 0.132
H 7.9190 6.6743 1.0152 -0.8466 -0.3953 0.7432 0.098
H 7.2272 5.6147 3.3334 -0.2965 0.8407 -1.0707 0.129
H 8.8714 5.1558 3.6353 1.0151 0.4844 -0.8393 0.131
Li -1.5584 -4.4007 5.3181 0.5123 0.0309 -0.3949 0.849
Li -3.8615 1.8284 2.1797 -0.4256 0.4603 0.0017 0.743
Mg 4.7273 7.3017 -1.0595 -0.1665 1.1822 0.2919 0.932
C 4.0174 5.5045 -5.6603 -0.0599 -0.0739 0.0675 -0.026
C 3.5573 4.9917 -4.4532 -0.0529 -0.0697 -0.0154 -0.055
C 2.7919 3.8415 -4.4291 -0.0173 0.0537 0.1902 -0.003
C 2.4669 3.1959 -5.6128 -0.1508 -0.2305 0.0248 -0.082
C 2.9078 3.7199 -6.8296 0.0174 0.0293 0.0820 -0.065
C 3.6916 4.8674 -6.8487 0.0327 0.0600 0.0431 0.025
C 2.5296 3.0680 -8.1139 0.1631 0.1641 -0.4355 -0.270
O 2.9138 3.5177 -9.1685 -0.0226 -0.0115 0.0629 0.143
C 1.6644 1.8606 -8.0651 -0.0709 -0.0661 0.0931 -0.071
C 1.2536 1.2698 -9.2510 -0.0455 -0.0608 -0.0958 0.022
C 0.4567 0.1349 -9.2211 0.0069 -0.0034 0.1209 -0.023
C 0.0740 -0.4200 -8.0046 -0.0154 -0.0085 -0.0109 -0.037
C 0.4755 0.1672 -6.8170 -0.0798 -0.0753 -0.0747 0.001
C 1.2640 1.3146 -6.8398 0.0436 0.0223 0.2235 -0.089
C 1.6577 1.9525 -5.5675 0.1369 0.1803 -0.4856 -0.247
O 1.3157 1.4653 -4.4877 -0.6484 -0.2537 1.3758 -0.048
H 4.6245 6.4007 -5.6769 -0.0137 -0.0234 -0.0246 0.116
H 3.7837 5.4702 -3.5115 0.0898 0.1080 -0.0291 0.065
H 2.4443 3.4486 -3.4828 0.0905 -0.0233 0.0067 0.098
H 4.0434 5.2653 -7.7912 -0.0857 -0.1093 -0.0545 0.132
H 1.5518 1.6963 -10.1994 0.0834 0.0826 0.0878 0.131
H 0.1341 -0.3206 -10.1481 0.0132 0.0052 0.0144 0.120
H -0.5417 -1.3096 -7.9850 0.0159 0.0146 -0.0006 0.117
H 0.1723 -0.2648 -5.8731 0.0418 0.0338 -0.0007 0.114

=====

# 4
62
Properties=species:S:1:pos:R:3:forces:R:3:nbo_charge:R:1 method="wB97M-V/def2-TZVPD" relative_energy_ev=0.0000 multiplicity=1 homo_energy_ev=-13.72 total_charge=+2 total_energy_ha=-5313.39683
Ti 0.1025 0.0077 0.2340 -0.5102 -0.3836 0.6046 1.993
N 3.5039 2.4573 0.8927 -0.0007 0.0070 -0.0009 -0.471
C 2.7363 1.4322 0.6133 0.0098 0.0125 0.0151 0.395
N 1.4742 1.3464 1.0051 0.2988 0.1059 0.0206 -0.644
C 0.9352 2.3644 1.8066 -0.1561 0.0133 -0.1171 0.437
N -0.2448 2.2005 2.3068 0.0193 0.1668 0.1201 -0.299
N -0.7342 0.9800 1.9441 0.1028 -0.0231 -0.4248 -0.344
C -1.8410 0.5604 2.4235 -0.0096 -0.0440 -0.0257 0.181
C -2.1799 -0.8047 2.0372 -0.0400 0.0001 0.0170 0.134
C -3.2022 -1.5284 2.6048 0.0219 0.0435 -0.0155 -0.177
C -3.3091 -2.8843 2.2938 0.0475 -0.0250 -0.0404 -0.092
C -2.3695 -3.4546 1.4582 -0.0343 0.0392 0.0358 -0.208
C -1.3788 -2.6520 0.9040 -0.0366 -0.0216 -0.0304 0.121
N -1.3030 -1.3445 1.1531 0.0612 -0.1033 0.1038 -0.531
C 1.7142 3.5587 2.0451 0.1230 -0.0521 0.0540 -0.079
C 1.2070 4.6662 2.7292 0.0101 -0.0041 0.0050 -0.144
C 2.0125 5.7662 2.9348 0.0287 -0.0151 -0.0166 -0.177
C 3.3302 5.7733 2.4711 -0.0323 -0.0259 -0.0009 -0.126
C 3.8488 4.6850 1.7948 0.0243 -0.0009 -0.0054 -0.212
C 3.0312 3.5859 1.5853 -0.0642 0.0434 0.0329 0.140
H 4.4648 2.4521 0.5758 -0.0156 -0.0382 -0.0148 0.449
H 3.1615 0.6229 0.0317 -0.0081 0.0062 0.0091 0.247
H -2.4294 1.1591 3.1114 0.0211 -0.0193 0.0188 0.253
H -3.8834 -1.0546 3.2980 0.0006 0.0079 0.0016 0.259
H -4.0993 -3.4826 2.7264 -0.0063 -0.0018 0.0028 0.261
H -2.3870 -4.5094 1.2257 0.0045 -0.0051 -0.0081 0.264
H -0.6277 -3.0745 0.2557 -0.0145 0.0102 0.0215 0.243
H 0.1873 4.6433 3.0855 -0.0082 0.0030 0.0040 0.253
H 1.6258 6.6281 3.4597 -0.0089 0.0016 0.0045 0.250
H 3.9556 6.6389 2.6404 -0.0032 0.0045 0.0023 0.250
H 4.8698 4.6904 1.4349 0.0092 0.0039 -0.0030 0.239
C -1.2908 -1.4982 -2.1152 0.1083 -0.0061 -0.0603 -0.293
C -0.4839 -0.8941 -3.0798 -0.0168 -0.0687 -0.0018 -0.221
C -0.9219 0.2523 -3.7225 -0.0027 0.0133 -0.0226 -0.145
C -2.1568 0.8007 -3.3984 0.0121 0.0051 -0.0001 -0.183
C -2.9632 0.2026 -2.4386 0.0104 -0.0349 0.0060 -0.202
C -2.5359 -0.9536 -1.8012 -0.0058 0.0402 0.0043 -0.210
H -0.9943 -2.4595 -1.7159 0.0030 0.0015 0.0082 0.219
H 0.4554 -1.3548 -3.3613 0.0117 0.0126 0.0078 0.228
H -0.3136 0.7105 -4.4906 -0.0005 -0.0019 -0.0026 0.226
H -2.4992 1.6903 -3.9103 -0.0042 0.0035 0.0012 0.237
H -3.9340 0.6218 -2.2110 -0.0109 -0.0013 -0.0020 0.234
H -3.1917 -1.4562 -1.0996 0.0039 0.0019 0.0074 0.217
F -0.5019 1.2231 -0.8826 0.1027 -0.0109 0.0131 -0.560
B 1.0515 2.7606 -2.1444 0.0772 0.0489 0.0571 1.484
F 1.1108 3.5527 -1.0882 -0.0117 0.0148 0.0252 -0.496
F 1.8349 1.6823 -2.1426 0.0620 -0.0414 -0.0572 -0.507
F 0.3194 3.0555 -3.1785 -0.0621 0.0035 -0.0633 -0.465
Br 6.1621 -5.3525 -1.3702 -0.0018 0.0049 -0.0019 0.140
C 5.0663 -3.8354 -1.5355 0.0080 -0.0025 0.0028 -0.092
C 5.3472 -2.8829 -2.5088 -0.0207 0.0003 0.0137 -0.174
C 4.5384 -1.7617 -2.6361 -0.0110 -0.0002 0.0121 -0.216
C 3.4532 -1.5862 -1.7941 -0.0580 0.0069 0.0094 -0.143
C 3.1824 -2.5463 -0.8184 0.0240 0.0629 0.0016 -0.226
C 3.9858 -3.6771 -0.6855 0.0343 0.0226 -0.0206 -0.160
C 2.0472 -2.4186 0.1080 0.1301 -0.2447 0.1357 0.799
O 1.6903 -3.2000 0.9367 -0.0125 0.0538 -0.1130 -0.515
O 1.3299 -1.2364 -0.0389 -0.2524 0.4651 -0.2850 -0.788
H 6.1930 -3.0231 -3.1675 0.0075 -0.0082 -0.0005 0.251
H 4.7546 -1.0312 -3.4035 0.0058 -0.0022 -0.0126 0.236
H 2.8027 -0.7274 -1.9125 0.0435 -0.0407 -0.0375 0.205
H 3.7641 -4.4132 0.0742 -0.0072 -0.0044 0.0055 0.258